{"formula": "C42H49AsN4O6STa", "method": "ωB97M-V with the def2-TZVPD basis set", "homo_lumo_gap_ha": 0.1932, "e_homo_ev": -9.120, "multiplicity": 1, "total_charge": 1, "e_above_lowest_ev": 0.285, "elements": ["Ta", "C", "C", "C", "C", "C", "C", "C", "C", "C", "C", "C", "C", "C", "C", "C", "C", "N", "C", "C", "C", "N", "C", "C", "C", "N", "C", "C", "C", "C", "C", "C", "C", "C", "C", "C", "C", "C", "N", "C", "C", "H", "H", "H", "H", "H", "H", "H", "H", "H", "H", "H", "H", "H", "H", "H", "H", "H", "H", "H", "H", "H", "H", "H", "H", "H", "H", "H", "H", "H", "H", "H", "H", "H", "H", "H", "H", "H", "H", "H", "H", "H", "H", "H", "H", "O", "As", "O", "O", "C", "C", "C", "C", "C", "C", "S", "O", "O", "O", "H", "H", "H", "H", "H"], "positions_angstrom": [[0.099, -0.073, 0.681], [-2.322, -4.996, -3.006], [-1.570, -3.703, -3.377], [-0.828, -3.017, -2.264], [0.164, -3.687, -1.373], [0.952, -4.835, -1.968], [1.834, -4.422, -3.143], [0.938, -2.511, -0.869], [2.149, -2.588, -0.336], [2.826, -1.530, 0.336], [4.158, -1.559, 0.739], [5.108, -2.707, 0.552], [5.201, -3.600, 1.793], [4.406, -0.353, 1.384], [3.219, 0.383, 1.352], [3.016, 1.638, 1.905], [1.868, 2.352, 1.839], [0.708, 1.929, 1.153], [-0.160, 2.982, 1.267], [-1.405, 3.057, 0.615], [-1.846, 2.163, -0.293], [-1.228, 0.957, -0.632], [-2.046, 0.407, -1.654], [-1.871, -0.764, -2.270], [-0.890, -1.726, -1.893], [0.111, -1.363, -0.935], [-3.165, 1.310, -1.923], [-3.048, 2.360, -1.100], [-3.928, 3.566, -0.992], [-3.325, 4.818, -1.643], [-4.230, 1.064, -2.948], [-4.041, 1.898, -4.217], [0.393, 4.036, 2.038], [1.661, 3.652, 2.377], [2.651, 4.419, 3.197], [2.725, 3.919, 4.644], [-0.275, 5.349, 2.322], [0.048, 6.410, 1.268], [2.218, -0.341, 0.686], [5.712, 0.105, 1.956], [6.663, 0.631, 0.876], [-2.336, -5.696, -3.841], [-3.360, -4.793, -2.748], [-1.867, -5.509, -2.159], [-2.264, -2.999, -3.837], [-0.851, -3.939, -4.167], [0.237, -5.596, -2.286], [1.563, -5.302, -1.187], [1.248, -3.958, -3.938], [2.337, -5.292, -3.565], [2.598, -3.704, -2.843], [2.668, -3.534, -0.409], [6.097, -2.322, 0.294], [4.803, -3.309, -0.306], [5.659, -3.074, 2.632], [5.798, -4.491, 1.595], [4.207, -3.922, 2.112], [3.850, 2.095, 2.421], [-1.999, 3.942, 0.779], [-2.572, -1.046, -3.040], [-4.137, 3.766, 0.063], [-4.890, 3.340, -1.456], [-2.351, 5.060, -1.217], [-3.977, 5.681, -1.504], [-3.184, 4.672, -2.714], [-5.205, 1.280, -2.500], [-4.255, 0.007, -3.216], [-4.091, 2.965, -3.997], [-4.814, 1.668, -4.949], [-3.070, 1.698, -4.674], [2.372, 5.473, 3.193], [3.638, 4.370, 2.730], [1.754, 4.012, 5.133], [3.450, 4.497, 5.216], [3.016, 2.868, 4.688], [0.028, 5.698, 3.311], [-1.356, 5.211, 2.383], [1.120, 6.610, 1.231], [-0.464, 7.349, 1.478], [-0.257, 6.072, 0.274], [6.175, -0.722, 2.498], [5.547, 0.888, 2.697], [6.929, -0.148, 0.159], [7.586, 1.004, 1.320], [6.199, 1.447, 0.319], [-0.603, -4.167, -0.174], [-1.221, -2.844, 1.929], [-1.064, -4.249, 2.678], [0.136, -1.775, 1.718], [-2.732, -2.326, 0.865], [-3.354, -3.099, -0.091], [-4.515, -2.602, -0.681], [-5.047, -1.371, -0.324], [-4.449, -0.600, 0.664], [-3.301, -1.103, 1.239], [-2.532, -0.356, 2.608], [-1.967, -1.578, 3.287], [-3.386, 0.464, 3.375], [-1.327, 0.391, 2.052], [-0.071, -4.801, 0.332], [-2.947, -4.057, -0.364], [-5.024, -3.200, -1.426], [-5.957, -1.020, -0.795], [-4.868, 0.342, 0.992]], "forces_ev_per_a": [[1.33, -0.20, -1.32], [-0.01, 0.07, 0.08], [-0.06, -0.05, 0.08], [-0.21, -0.28, -0.19], [0.05, -0.02, 0.05], [0.05, -0.15, 0.02], [0.02, 0.04, -0.05], [-0.51, 0.15, 0.11], [0.37, 0.06, 0.11], [-0.12, 0.00, -0.10], [0.14, -0.17, -0.02], [0.01, 0.03, 0.05], [-0.01, -0.03, 0.02], [0.24, 0.08, 0.09], [-0.14, -0.12, -0.18], [0.17, 0.00, 0.06], [-0.25, -0.01, -0.13], [-0.13, 0.07, 0.15], [-0.07, -0.15, -0.17], [0.17, 0.19, 0.29], [-0.08, -0.36, -0.38], [-0.32, -0.14, 0.12], [0.07, 0.48, 0.20], [0.16, -0.35, -0.10], [0.18, 0.40, 0.00], [-0.20, -0.07, 0.29], [0.05, -0.29, -0.20], [0.07, 0.26, 0.27], [0.00, 0.02, 0.00], [0.03, -0.03, -0.02], [0.02, 0.01, 0.01], [0.01, 0.02, -0.02], [-0.03, 0.19, 0.08], [0.05, 0.11, 0.16], [0.00, 0.02, -0.02], [-0.03, -0.03, 0.01], [0.01, -0.02, 0.02], [0.02, -0.01, -0.05], [-0.31, 0.14, 0.18], [0.00, -0.02, -0.02], [0.03, 0.03, -0.02], [-0.01, 0.05, -0.03], [-0.04, 0.03, 0.08], [-0.02, 0.02, -0.02], [-0.01, 0.01, -0.02], [0.02, -0.01, 0.04], [0.08, 0.00, 0.01], [0.02, 0.01, -0.01], [0.04, -0.02, 0.05], [-0.02, -0.01, 0.02], [-0.01, -0.02, 0.01], [0.02, 0.01, 0.04], [0.01, 0.00, 0.05], [-0.03, 0.03, -0.02], [-0.04, 0.02, -0.02], [0.01, 0.03, -0.02], [0.01, -0.01, -0.02], [0.00, -0.03, 0.00], [0.02, 0.01, 0.01], [-0.01, -0.02, 0.00], [0.00, 0.01, 0.00], [-0.01, 0.02, -0.01], [-0.02, -0.01, 0.00], [-0.02, -0.03, 0.01], [0.00, -0.01, 0.01], [0.01, 0.06, -0.04], [-0.02, -0.02, 0.04], [0.00, -0.02, 0.01], [0.00, 0.00, 0.01], [-0.01, -0.01, 0.03], [0.00, 0.00, -0.01], [0.00, -0.04, 0.01], [0.02, 0.00, -0.02], [-0.01, 0.00, -0.02], [0.00, 0.02, -0.01], [0.04, 0.01, -0.02], [-0.01, -0.03, 0.02], [-0.02, -0.02, 0.00], [-0.01, -0.02, 0.02], [0.01, 0.01, 0.02], [0.04, -0.01, -0.05], [-0.02, -0.01, 0.02], [-0.04, 0.00, 0.01], [-0.02, -0.02, 0.01], [0.01, -0.01, 0.02], [0.00, 0.04, 0.02], [0.41, 0.24, 0.18], [0.13, 0.23, -0.16], [-0.94, -0.35, 0.02], [-0.19, 0.24, 0.02], [-0.06, 0.14, -0.15], [-0.05, -0.03, -0.05], [-0.07, -0.05, -0.09], [0.14, -0.07, -0.07], [-0.12, -0.12, -0.06], [0.94, 0.01, 0.04], [-0.07, 0.10, 0.03], [0.02, -0.02, 0.04], [-1.00, -0.10, 0.64], [0.07, -0.01, -0.10], [0.02, -0.09, -0.06], [0.02, -0.01, 0.01], [0.03, -0.03, 0.00], [0.01, -0.02, 0.02]]}

{"formula": "C42H49BCsN4O4", "method": "ωB97M-V with the def2-TZVPD basis set", "homo_lumo_gap_ha": 0.1871, "e_homo_ev": -3.233, "multiplicity": 1, "total_charge": -1, "e_above_lowest_ev": 0.511, "elements": ["Cs", "N", "C", "C", "N", "H", "H", "H", "H", "H", "H", "H", "H", "C", "C", "C", "C", "C", "C", "N", "N", "C", "C", "C", "C", "C", "C", "H", "H", "H", "H", "H", "H", "H", "H", "H", "C", "C", "C", "C", "C", "C", "C", "C", "O", "B", "O", "C", "C", "H", "H", "H", "H", "H", "H", "H", "H", "H", "H", "H", "H", "C", "C", "O", "C", "C", "C", "C", "C", "C", "H", "H", "H", "H", "H", "H", "H", "H", "C", "C", "C", "C", "C", "C", "C", "O", "C", "C", "C", "H", "H", "H", "H", "H", "H", "H", "H", "H", "H", "H", "H"], "positions_angstrom": [[1.775, -0.221, -1.733], [0.624, 0.915, 2.847], [1.852, 1.536, 3.315], [3.164, 0.927, 2.825], [3.252, 0.970, 1.368], [0.590, -0.061, 3.118], [0.571, 0.925, 1.834], [1.854, 1.525, 4.409], [1.831, 2.589, 3.025], [3.205, -0.123, 3.135], [3.997, 1.446, 3.325], [4.160, 0.640, 1.063], [3.180, 1.927, 1.036], [3.442, 5.345, 0.954], [4.054, 5.186, -0.283], [3.505, 4.341, -1.234], [2.338, 3.640, -0.937], [1.708, 3.813, 0.292], [2.268, 4.661, 1.237], [1.647, 2.846, -1.904], [2.366, 2.411, -2.822], [1.637, 1.817, -3.924], [0.400, 2.396, -4.235], [-0.291, 1.906, -5.328], [0.263, 0.845, -6.046], [1.493, 0.309, -5.678], [2.284, 0.782, -4.609], [3.869, 6.017, 1.688], [4.956, 5.740, -0.512], [3.951, 4.214, -2.211], [0.779, 3.288, 0.479], [1.778, 4.802, 2.192], [0.003, 3.216, -3.652], [-1.243, 2.335, -5.617], [-0.267, 0.448, -6.907], [1.864, -0.519, -6.281], [-8.373, 0.197, -1.099], [-7.437, 0.497, 0.079], [-8.061, -0.049, 1.371], [-7.324, 2.015, 0.215], [-6.078, -0.168, -0.156], [-6.015, -1.554, -0.305], [-4.813, -2.230, -0.517], [-3.657, -1.479, -0.571], [-2.371, -1.868, -0.748], [-1.514, -0.690, -0.712], [-2.453, 0.403, -0.532], [-3.704, -0.098, -0.435], [-4.893, 0.573, -0.227], [-9.348, 0.668, -0.943], [-8.531, -0.875, -1.220], [-7.950, 0.579, -2.030], [-9.033, 0.418, 1.554], [-7.413, 0.157, 2.225], [-8.208, -1.128, 1.316], [-8.317, 2.442, 0.379], [-6.909, 2.469, -0.686], [-6.694, 2.297, 1.061], [-6.929, -2.136, -0.261], [-4.787, -3.304, -0.642], [-4.879, 1.648, -0.124], [5.891, -2.023, 0.444], [5.792, -0.820, -0.462], [5.198, -0.874, -1.515], [6.418, 0.471, -0.026], [6.254, 1.584, -0.853], [6.783, 2.805, -0.476], [7.467, 2.929, 0.727], [7.632, 1.827, 1.553], [7.109, 0.599, 1.177], [5.341, -2.844, -0.006], [5.470, -1.797, 1.426], [6.935, -2.308, 0.590], [5.699, 1.471, -1.776], [6.648, 3.668, -1.115], [7.868, 3.891, 1.022], [8.163, 1.925, 2.490], [7.235, -0.258, 1.826], [-3.747, -4.002, 3.030], [-2.540, -4.064, 2.139], [-1.364, -3.409, 2.470], [-0.273, -3.380, 1.610], [0.943, -2.601, 2.021], [-0.378, -4.026, 0.368], [0.711, -3.968, -0.613], [1.743, -3.335, -0.509], [-1.558, -4.712, 0.025], [-1.771, -5.329, -1.332], [-2.604, -4.741, 0.928], [-3.521, -3.498, 3.969], [-4.126, -5.001, 3.256], [-4.547, -3.448, 2.532], [-1.301, -2.876, 3.413], [0.867, -2.334, 3.077], [1.008, -1.686, 1.425], [1.865, -3.154, 1.856], [0.559, -4.587, -1.515], [-1.732, -4.565, -2.110], [-2.755, -5.795, -1.374], [-1.031, -6.095, -1.570], [-3.522, -5.251, 0.656]], "forces_ev_per_a": [[0.00, -1.20, 0.70], [0.02, 0.01, 0.02], [0.00, -0.01, 0.01], [-0.03, -0.08, 0.03], [0.04, -0.01, -0.13], [-0.01, 0.06, -0.02], [-0.04, -0.02, 0.00], [0.01, -0.02, 0.00], [0.00, 0.01, -0.01], [0.00, 0.01, 0.00], [-0.02, 0.01, -0.01], [-0.04, 0.02, 0.01], [0.01, 0.02, 0.06], [0.03, 0.03, 0.05], [0.03, -0.02, -0.05], [0.01, -0.09, 0.10], [-0.12, 0.03, -0.09], [0.05, 0.05, -0.05], [-0.04, -0.03, 0.03], [0.03, 0.37, -0.07], [-0.06, 0.47, -0.38], [0.36, 0.67, 0.11], [-0.20, -0.19, -0.27], [0.05, -0.03, 0.07], [0.02, 0.03, 0.02], [0.04, -0.04, -0.05], [-0.06, -0.01, -0.17], [0.00, 0.00, 0.00], [0.01, 0.00, 0.00], [0.00, 0.00, -0.02], [-0.01, 0.00, -0.01], [0.00, -0.01, 0.00], [0.02, 0.01, 0.04], [0.00, 0.00, 0.00], [-0.02, -0.01, 0.01], [0.00, 0.01, 0.00], [0.00, -0.01, 0.01], [-0.01, 0.01, 0.00], [-0.01, -0.01, -0.01], [0.01, 0.00, 0.00], [-0.03, 0.00, 0.00], [-0.04, 0.00, 0.00], [0.10, 0.03, -0.02], [-0.08, 0.07, 0.02], [-0.02, -0.06, -0.03], [0.01, -0.03, 0.01], [0.08, 0.10, 0.08], [-0.07, -0.12, 0.01], [0.07, 0.01, -0.02], [-0.01, 0.00, 0.00], [0.00, -0.01, 0.00], [0.00, 0.00, 0.00], [-0.01, 0.00, 0.00], [0.01, 0.00, 0.00], [0.00, -0.01, 0.00], [-0.01, 0.00, 0.00], [0.00, 0.00, -0.01], [0.00, 0.00, 0.01], [0.00, -0.01, 0.00], [0.00, -0.05, 0.01], [0.00, 0.01, 0.00], [-0.01, 0.00, 0.00], [-0.07, -0.01, -0.10], [-0.02, -0.10, 0.09], [0.02, 0.10, -0.01], [0.01, -0.05, 0.04], [-0.01, 0.02, 0.01], [0.00, 0.00, -0.01], [0.02, 0.03, 0.01], [-0.04, -0.03, -0.05], [0.00, 0.00, 0.00], [-0.01, -0.01, 0.00], [0.00, 0.00, 0.00], [-0.01, -0.01, -0.01], [0.00, 0.01, -0.01], [0.01, 0.00, 0.01], [0.00, -0.01, 0.00], [0.00, 0.00, 0.01], [0.01, 0.00, 0.04], [0.03, 0.00, 0.02], [-0.01, 0.00, 0.01], [-0.01, 0.04, -0.02], [-0.05, -0.01, 0.05], [-0.03, -0.01, 0.12], [0.13, 0.00, -0.06], [-0.02, -0.04, -0.08], [0.03, 0.05, 0.02], [0.01, -0.06, -0.04], [-0.03, 0.05, -0.03], [0.00, -0.01, 0.00], [-0.01, 0.00, -0.01], [0.01, 0.00, 0.01], [0.00, 0.00, 0.00], [-0.01, 0.00, 0.00], [0.02, -0.02, -0.02], [0.00, 0.00, 0.01], [-0.02, 0.07, -0.02], [0.00, 0.01, 0.01], [0.01, 0.00, 0.00], [0.00, 0.00, -0.01], [-0.03, 0.00, -0.02]]}

Number 1: M 993.81 g mol⁻¹. Number 2: M 817.60 g mol⁻¹.